Density functional theory data (ωB97M-V with the def2-TZVPD basis set) for 11 unconnected molecules or ions with the total composition C44H77N11 in a non-equilibrium geometry.

As for the structure (SMILES): CCCC#N.CCCC#N.CCCC#N.CCCC#N.CCCC#N.CCCC#N.CCCC#N.CCCC#N.CCCC#N.CCCC#N.CCCC#N. Its spin multiplicity is 1. Its total charge is 0. The value obtained for the frontier orbital gap is 11.18 eV. As for the largest force on an atom: 0.079 Eh/bohr.

Geometry (Å):
C -6.764 6.439 -8.567
C -5.588 7.328 -8.921
C -6.035 8.617 -9.615
C -7.017 8.326 -10.707
N -7.720 8.146 -11.623
H -7.605 6.946 -8.094
H -6.438 5.675 -7.861
H -7.113 5.891 -9.442
H -4.891 6.792 -9.565
H -5.086 7.715 -8.034
H -5.163 9.046 -10.109
H -6.502 9.358 -8.967
C -5.733 11.586 -11.928
C -7.027 11.940 -11.273
C -6.973 12.824 -9.967
C -5.917 12.462 -8.986
N -5.054 12.197 -8.243
H -5.861 10.888 -12.756
H -5.090 11.088 -11.204
H -5.273 12.505 -12.292
H -7.536 11.041 -10.925
H -7.712 12.358 -12.011
H -7.908 12.757 -9.410
H -6.843 13.872 -10.239
C -0.255 3.252 -16.420
C -0.809 4.002 -17.644
C -2.353 3.925 -17.743
C -3.124 3.935 -16.499
N -3.740 3.880 -15.516
H -0.624 3.643 -15.472
H 0.824 3.403 -16.444
H -0.489 2.189 -16.491
H -0.349 3.637 -18.562
H -0.491 5.043 -17.591
H -2.746 2.992 -18.147
H -2.691 4.709 -18.420
C -4.331 8.543 -16.184
C -4.910 7.305 -15.435
C -5.517 7.589 -14.085
C -4.586 8.091 -13.061
N -3.914 8.515 -12.242
H -5.085 9.191 -16.632
H -3.628 8.270 -16.972
H -3.681 9.129 -15.535
H -4.054 6.646 -15.291
H -5.513 6.768 -16.168
H -5.862 6.667 -13.619
H -6.331 8.312 -14.042
C -7.241 2.952 -16.567
C -7.090 4.302 -17.269
C -8.031 4.562 -18.472
C -9.427 4.020 -18.240
N -10.516 3.602 -18.040
H -7.261 2.153 -17.308
H -8.224 2.928 -16.096
H -6.451 2.809 -15.829
H -6.044 4.591 -17.367
H -7.365 5.074 -16.550
H -7.794 4.020 -19.387
H -8.185 5.598 -18.775
C -5.830 8.134 -19.673
C -5.095 6.776 -19.759
C -5.191 6.056 -21.096
C -6.579 5.923 -21.537
N -7.702 5.824 -21.884
H -6.902 7.969 -19.573
H -5.581 8.748 -20.538
H -5.519 8.639 -18.758
H -5.382 6.078 -18.972
H -4.046 6.921 -19.502
H -4.758 5.057 -21.036
H -4.606 6.571 -21.858
C -1.737 10.729 -8.511
C -2.234 9.595 -9.477
C -1.161 9.379 -10.613
C -1.058 10.579 -11.430
N -1.012 11.547 -12.065
H -1.651 11.651 -9.086
H -0.815 10.493 -7.979
H -2.422 11.052 -7.727
H -3.199 9.962 -9.826
H -2.391 8.677 -8.910
H -1.456 8.596 -11.312
H -0.159 9.159 -10.245
C -1.710 5.843 -11.386
C -2.477 5.137 -12.509
C -3.809 4.572 -12.015
C -3.563 3.362 -11.227
N -3.347 2.412 -10.623
H -0.917 6.481 -11.776
H -1.261 5.204 -10.625
H -2.340 6.570 -10.875
H -1.897 4.302 -12.902
H -2.715 5.874 -13.276
H -4.461 4.332 -12.855
H -4.358 5.266 -11.378
C -10.349 4.705 -11.365
C -10.028 5.676 -12.586
C -8.734 5.366 -13.354
C -7.723 4.690 -12.547
N -6.920 4.249 -11.882
H -11.310 4.948 -10.913
H -9.603 4.752 -10.572
H -10.476 3.668 -11.677
H -9.679 6.568 -12.065
H -10.827 5.865 -13.302
H -8.336 6.362 -13.549
H -8.916 4.846 -14.295
C -8.340 10.683 -14.529
C -7.956 12.126 -14.829
C -8.074 12.448 -16.325
C -7.266 11.590 -17.221
N -6.694 10.881 -17.966
H -8.130 10.349 -13.513
H -7.849 10.011 -15.233
H -9.402 10.560 -14.743
H -6.930 12.349 -14.535
H -8.541 12.794 -14.197
H -7.803 13.498 -16.434
H -9.121 12.362 -16.618
C -2.838 10.187 -19.416
C -2.519 10.282 -20.898
C -2.575 8.953 -21.664
C -1.714 7.897 -21.112
N -1.029 7.059 -20.635
H -3.843 9.790 -19.269
H -2.755 11.228 -19.101
H -2.038 9.620 -18.940
H -1.548 10.770 -20.980
H -3.182 10.993 -21.391
H -2.348 9.055 -22.726
H -3.570 8.510 -21.611

Density functional theory data (ωB97M-V with the def2-TZVPD basis set) for 11 unconnected molecules or ions with the total composition C44H77N11 in a non-equilibrium geometry.

As for the structure (SMILES): CCCC#N.CCCC#N.CCCC#N.CCCC#N.CCCC#N.CCCC#N.CCCC#N.CCCC#N.CCCC#N.CCCC#N.CCCC#N. Its spin multiplicity is 1. Its total charge is 0. The value obtained for the frontier orbital gap is 11.48 eV. As for the largest force on an atom: 0.074 Eh/bohr.

Geometry (Å):
C -15.078 9.236 8.425
C -16.259 9.741 9.243
C -16.774 8.713 10.263
C -17.170 7.503 9.558
N -17.363 6.499 9.045
H -15.473 8.417 7.818
H -14.203 8.956 9.001
H -14.741 9.922 7.640
H -17.036 9.975 8.491
H -16.106 10.666 9.826
H -17.570 9.166 10.872
H -15.965 8.427 10.962
C -22.001 11.014 5.602
C -20.995 12.194 5.278
C -19.550 11.700 5.419
C -19.344 11.114 6.742
N -19.461 10.702 7.796
H -23.015 11.281 5.353
H -21.966 10.716 6.660
H -21.649 10.162 5.059
H -21.146 13.019 5.978
H -21.138 12.513 4.254
H -18.869 12.590 5.286
H -19.279 10.927 4.678
C -19.545 18.081 8.634
C -19.800 18.450 7.199
C -18.779 17.797 6.225
C -18.965 16.326 6.029
N -18.914 15.227 5.715
H -19.770 17.016 8.903
H -20.181 18.639 9.320
H -18.489 18.291 8.912
H -19.645 19.509 7.010
H -20.811 18.206 6.858
H -17.790 17.994 6.592
H -18.850 18.282 5.226
C -19.005 15.638 15.512
C -19.811 16.723 14.726
C -20.109 16.152 13.347
C -20.999 15.007 13.285
N -21.630 14.063 13.193
H -19.551 14.704 15.471
H -18.959 15.886 16.560
H -17.995 15.611 15.097
H -19.288 17.662 14.599
H -20.733 16.846 15.326
H -19.142 15.808 12.951
H -20.359 16.934 12.644
C -21.975 12.701 8.939
C -22.889 13.652 9.737
C -23.735 14.593 8.826
C -22.849 15.459 7.998
N -22.243 16.122 7.278
H -22.479 11.923 8.355
H -21.245 12.196 9.560
H -21.314 13.367 8.289
H -22.277 14.264 10.422
H -23.550 13.155 10.398
H -24.215 15.365 9.408
H -24.470 14.250 8.113
C -15.398 7.223 4.482
C -16.604 8.179 4.238
C -16.110 9.583 3.909
C -16.132 10.449 5.039
N -16.145 11.139 5.966
H -14.688 7.211 3.634
H -15.655 6.233 4.804
H -14.805 7.670 5.306
H -17.191 8.192 5.164
H -17.157 7.818 3.339
H -16.800 10.038 3.169
H -15.181 9.672 3.368
C -13.995 20.172 10.272
C -15.162 19.290 10.738
C -14.737 18.002 11.473
C -15.818 17.219 12.072
N -16.657 16.665 12.572
H -14.284 20.861 9.473
H -13.161 19.594 9.948
H -13.791 20.787 11.155
H -15.777 19.002 9.878
H -15.768 19.997 11.360
H -13.934 18.148 12.210
H -14.326 17.374 10.693
C -16.140 16.206 3.290
C -15.443 15.488 4.365
C -15.945 14.063 4.584
C -16.107 13.350 3.271
N -16.201 12.846 2.260
H -15.935 15.810 2.299
H -15.911 17.248 3.238
H -17.174 16.127 3.401
H -15.571 15.955 5.365
H -14.318 15.478 4.277
H -17.027 14.165 4.890
H -15.308 13.557 5.282
C -18.778 14.213 9.848
C -17.744 13.113 9.602
C -16.737 13.514 8.480
C -16.223 14.882 8.846
N -15.835 15.917 9.218
H -18.296 15.101 10.255
H -19.579 13.892 10.508
H -19.236 14.598 8.883
H -18.392 12.349 9.259
H -17.251 12.905 10.542
H -17.196 13.638 7.515
H -15.820 12.913 8.316
C -13.971 13.075 10.998
C -14.617 12.342 12.191
C -15.075 13.298 13.300
C -13.944 14.315 13.580
N -13.096 15.033 13.856
H -13.888 12.399 10.142
H -12.982 13.386 11.328
H -14.528 13.976 10.674
H -13.919 11.645 12.638
H -15.532 11.807 11.857
H -15.199 12.822 14.282
H -15.923 13.957 12.946
C -10.829 15.191 9.430
C -12.031 16.072 9.159
C -12.569 15.985 7.720
C -13.080 14.669 7.398
N -13.350 13.575 7.187
H -10.203 15.551 10.238
H -10.189 15.052 8.551
H -11.095 14.181 9.607
H -11.768 17.118 9.487
H -12.884 15.775 9.784
H -11.753 16.233 7.010
H -13.429 16.689 7.507

Calculated total energy / hartree: -2324.9440, -2324.9520